Below is C9H15N2O10P2Rb as an isolated structure, with properties calculated with ωB97M-V with the def2-TZVPD basis set.

Geometry as ORCA input:
```
! wB97M-V def2-TZVPD RIJCOSX def2/J DEFGRID3
* xyz -2 1
Rb -1.02737 -0.96070 -0.25463
C -3.45914 4.09293 0.78522
C -2.93705 2.89087 0.01281
C -2.75829 3.21605 -1.46277
O -1.67434 2.48901 0.55206
C -3.91218 1.68566 0.17439
O -5.08536 1.85599 -0.18061
O -3.37355 0.65953 0.68221
H -2.77727 4.94111 0.67506
H -3.53637 3.84493 1.84601
H -4.44895 4.36424 0.41869
H -2.01609 4.01131 -1.57387
H -3.70811 3.53158 -1.89492
H -2.40505 2.34118 -2.00971
H -1.92187 1.60286 0.91188
O 2.74484 -2.10005 -0.84199
P 1.84763 -3.42796 -0.58297
O 2.72997 -4.58499 -0.32017
O 0.72329 -3.06153 0.34842
O 1.18810 -3.63000 -2.09398
P 0.28966 -2.52280 -2.87059
O 0.68723 -2.90221 -4.40677
O -1.16386 -2.76662 -2.70527
O 0.84589 -1.15863 -2.53798
H 2.22576 -1.50698 -1.42826
H 1.63146 -2.75032 -4.52135
N 0.38465 2.77439 2.57536
C 0.88059 1.56338 2.99726
C 1.51222 1.44930 4.24748
C 2.06255 0.23982 4.60257
C 1.98493 -0.83224 3.72161
C 1.33494 -0.63361 2.51486
N 0.77862 0.53182 2.15658
H 0.14959 3.42297 3.30715
H -0.28166 2.75674 1.80524
H 1.57033 2.30804 4.90618
H 2.55727 0.13684 5.56225
H 2.41604 -1.79774 3.94409
H 1.25252 -1.44663 1.79756
*
```

The HOMO-LUMO gap is 7.49 eV. The calculation puts the energy above the lowest of the compared OMol25 structures with the same formula, charge and spin at 2.53 kcal per mole. The calculation puts the HOMO energy at -3.3 eV. The value obtained for the maximum force is 0.00762 Eh/bohr.

Here are the natural (NBO) charges for atoms 1 to 8, given in e:
1 Rb 0.965
2 C -0.615
3 C 0.125
4 C -0.612
5 O -0.792
6 C 0.749
7 O -0.743
8 O -0.811

***

Below is the molecule C9H15N3 at a distorted geometry, with properties calculated with ωB97M-V with the def2-TZVPD basis set.

Geometry as ORCA input:
```
! wB97M-V def2-TZVPD RIJCOSX def2/J DEFGRID3
* xyz 0 1
C 1.57265 2.81343 1.46581
C 0.99966 1.57728 0.80111
N 1.75313 0.91532 -0.11004
C 1.17318 -0.13411 -0.70816
C 2.00345 -0.91946 -1.66684
C -0.12162 -0.58359 -0.32693
N -0.77063 -1.66346 -0.88763
C -1.31683 -1.45454 -2.24969
C -1.54562 -2.56799 -0.02258
N -0.82396 0.01578 0.63744
C -0.24860 1.08103 1.20178
C -1.07147 1.72517 2.26897
H 0.95474 3.69029 1.25633
H 1.69426 2.75683 2.55939
H 2.55206 2.93789 1.07269
H 3.06481 -0.77369 -1.42833
H 1.79676 -1.98740 -1.63410
H 1.83475 -0.54258 -2.68051
H -2.34062 -1.04051 -2.21690
H -0.64008 -0.77501 -2.79267
H -1.34900 -2.40974 -2.81002
H -2.55606 -2.19268 0.15972
H -1.08136 -2.62738 0.95461
H -1.65894 -3.55316 -0.45038
H -1.32845 2.78841 1.98175
H -1.98671 1.17324 2.37937
H -0.55948 1.75062 3.24581
*
```

The HOMO-LUMO gap is 8.95 eV. The calculation puts the energy above the lowest of the compared OMol25 structures with the same formula, charge and spin at 2.13 kcal per mole. The calculation puts the HOMO energy at -8.0 eV. As for the SMILES: Cc1nc(C)c(N(C)C)nc1C. The value obtained for the maximum force is 0.04677 Eh/bohr.

Here are the natural (NBO) charges for atoms 1 to 8, given in e:
1 C -0.649
2 C 0.164
3 N -0.386
4 C 0.151
5 C -0.647
6 C 0.335
7 N -0.463
8 C -0.401

***

Below is the molecule C9H15N3O2 at a distorted geometry, with properties calculated with ωB97M-V with the def2-TZVPD basis set.

Geometry as ORCA input:
```
! wB97M-V def2-TZVPD RIJCOSX def2/J DEFGRID3
* xyz 0 1
C -0.65277 2.26226 1.79164
C 0.00415 1.56806 0.60523
C -0.75832 0.83387 -0.13895
C -2.21750 0.52152 0.13229
C -0.26402 0.19458 -1.42026
C -0.83527 0.60491 -2.71192
C 1.26695 0.16651 -1.50817
C 1.99745 -0.64503 -0.76527
C 1.23770 -1.36451 0.16461
N 1.97624 -1.74068 1.29078
N 1.48515 -2.69569 2.20345
N -0.00182 -1.67662 -0.07028
O -0.72297 -2.27443 0.77882
O -0.54334 -1.21840 -1.34627
H -1.56001 1.75284 2.14561
H -0.76761 3.28630 1.42327
H 0.01900 2.36830 2.66450
H 1.04987 1.57064 0.30229
H -2.43135 -0.57528 0.51738
H -2.79368 0.60952 -0.81396
H -2.66659 1.18879 0.86132
H -1.86805 0.97135 -2.74501
H -0.62719 -0.24891 -3.50229
H -0.29017 1.58926 -3.10094
H 1.80960 0.90628 -2.15186
H 3.05593 -0.57925 -0.81685
H 2.85345 -2.13015 1.03196
H 0.52604 -2.78754 2.05037
H 1.71915 -2.45848 3.12853
*
```

The HOMO-LUMO gap (alpha / beta) is 8.15 / 8.15 eV. The calculation puts the energy above the lowest of the compared OMol25 structures with the same formula, charge and spin at 132.84 kcal per mole. The calculation puts the HOMO energy (alpha / beta) at -7.6 / -7.6 eV. As for the SMILES: C/C=C(\C)[C@@]1(C)C=CC(NN)=[N+]([O-])O1. The value obtained for the maximum force is 0.08127 Eh/bohr.

Here are the natural (NBO) charges for atoms 1 to 8, given in e:
1 C -0.644
2 C -0.183
3 C -0.020
4 C -0.674
5 C 0.152
6 C -0.625
7 C -0.129
8 C -0.258

***

Below is an isolated ion of composition C9H15N3O2 and charge +2 at a distorted geometry, with properties calculated with ωB97M-V with the def2-TZVPD basis set.

Geometry as ORCA input:
```
! wB97M-V def2-TZVPD RIJCOSX def2/J DEFGRID3
* xyz 2 1
C 1.01708 -2.20837 -0.41580
C 1.14851 1.40912 0.03211
C 2.57379 0.02820 -1.52108
C -0.23066 1.65295 -0.73004
C -1.61828 -0.21045 -0.03706
C 1.73553 0.06490 -0.24362
C 1.16855 -1.10437 0.39774
C 1.08319 -1.33727 1.89831
C -4.96264 0.16404 0.54737
N 1.10085 -3.12725 -1.09439
N -2.76935 -0.75159 -0.10726
N 3.29596 0.11547 -0.26550
O -1.43911 1.03485 -0.20319
O -4.10815 -0.16263 -0.51893
H 1.80525 2.25101 -0.26285
H 0.92474 1.52861 1.09025
H 2.67810 -0.97763 -2.13219
H 2.73969 0.78656 -2.19845
H -0.41950 2.75626 -0.77618
H -0.04224 1.48064 -1.74645
H 0.91294 -2.44317 2.09080
H 0.29458 -0.74427 2.31635
H 2.03244 -0.96859 2.35514
H -4.69532 1.00520 1.22676
H -5.16402 -0.63650 1.22448
H -5.96131 0.36021 0.01091
H -2.91869 -1.70955 0.09395
H 3.76493 -0.70046 0.13067
H 3.72566 1.11314 -0.14937
*
```

The HOMO-LUMO gap (alpha / beta) is 8.74 / 6.36 eV. The calculation puts the energy above the lowest of the compared OMol25 structures with the same formula, charge and spin at 108.80 kcal per mole. The calculation puts the HOMO energy (alpha / beta) at -18.0 / -16.7 eV. The value obtained for the maximum force is 0.10628 Eh/bohr.

Here are the natural (NBO) charges for atoms 1 to 8, given in e:
1 C 0.153
2 C -0.452
3 C -0.226
4 C -0.076
5 C 0.724
6 C 0.077
7 C 0.025
8 C -0.663

***

Below is a 2-piece molecular cluster, C9H15N3O3P overall, with properties calculated with ωB97M-V with the def2-TZVPD basis set.

Geometry as ORCA input:
```
! wB97M-V def2-TZVPD RIJCOSX def2/J DEFGRID3
* xyz -1 1
N -1.14979 -4.80994 -2.95063
C -0.25038 -4.07652 -2.91271
O 0.73560 -3.30778 -2.87675
P 0.44559 -1.49147 -2.39396
C 0.17374 -0.95794 -4.18103
N -1.17260 -0.47298 -4.46746
O 0.62494 -2.03637 -0.72323
C 0.17271 -0.97935 0.09721
C 0.82432 0.22148 -0.55570
O 0.31187 0.17340 -1.86893
H 1.85920 -1.39358 -2.52522
H -0.95918 -1.78032 -2.26469
H 0.43546 -1.77840 -4.85788
H 0.88102 -0.13924 -4.35438
H -1.28808 0.45164 -4.07463
H -1.86511 -1.08586 -4.05083
H 0.37426 -1.12111 1.16168
H -0.91807 -0.89836 -0.06182
H 0.73801 1.18948 -0.05260
H 1.90319 -0.01073 -0.60832
N 0.41912 1.36716 2.84381
C -0.25546 2.49002 2.61742
C -0.78964 3.27839 3.62743
C -0.61417 2.87599 4.94147
C 0.08522 1.70564 5.18988
C 0.58012 0.99021 4.10858
H -0.37642 2.76775 1.57565
H -1.33047 4.18301 3.38408
H -1.01717 3.46258 5.75755
H 0.24453 1.34957 6.19887
H 1.13109 0.06842 4.26205
*
```

The HOMO-LUMO gap is 6.98 eV. The calculation puts the HOMO energy at -4.5 eV. The value obtained for the maximum force is 0.01245 Eh/bohr.

Here are the natural (NBO) charges for atoms 1 to 8, given in e:
1 N -0.599
2 C 0.598
3 O -0.733
4 P 1.519
5 C -0.539
6 N -0.856
7 O -0.814
8 C -0.096

***

Below is the molecule C9H15N3O4 at a distorted geometry, with properties calculated with ωB97M-V with the def2-TZVPD basis set.

Geometry as ORCA input:
```
! wB97M-V def2-TZVPD RIJCOSX def2/J DEFGRID3
* xyz 0 1
N -2.15908 -2.60462 -1.91424
C -1.35255 -1.98067 -1.03804
O -0.61132 -1.06881 -1.34331
C -1.48219 -2.39997 0.44894
C -0.25148 -1.79385 1.12542
N 0.07661 -2.24086 2.48861
C -0.34026 -0.25865 0.91957
O -1.40881 0.24809 1.28745
N 0.74329 0.39844 0.43932
C 2.05061 -0.08108 0.27943
C 2.96265 1.13523 0.62707
C 2.03168 2.29941 0.22152
C 0.60698 1.83723 0.32596
C -0.06630 2.33866 -1.00959
O 0.57520 2.59197 -1.98670
O -1.38883 2.18453 -1.07416
H -1.84062 -2.63490 -2.86160
H -2.63493 -3.43286 -1.61987
H -2.36803 -1.97406 0.91542
H -1.61852 -3.45116 0.68151
H 0.62372 -2.09402 0.52730
H -0.54536 -1.93316 3.24417
H 1.03158 -2.05206 2.74810
H 2.47753 -0.81853 1.01726
H 2.34616 -0.42682 -0.77074
H 3.30573 1.17012 1.68660
H 3.82373 1.08263 -0.14995
H 2.12970 3.19542 0.88130
H 2.13627 2.45158 -0.84411
H -0.06794 2.13895 1.18379
H -1.70945 1.68406 -0.20301
*
```

The HOMO-LUMO gap is 9.80 eV. The calculation puts the energy above the lowest of the compared OMol25 structures with the same formula, charge and spin at 25.89 kcal per mole. The calculation puts the HOMO energy at -9.2 eV. As for the SMILES: NC(=O)C[C@H](N)C(=O)N1CCC[C@H]1C(=O)O. The value obtained for the maximum force is 0.07419 Eh/bohr.

Here are the natural (NBO) charges for atoms 1 to 8, given in e:
1 N -0.799
2 C 0.696
3 O -0.613
4 C -0.532
5 C -0.115
6 N -0.836
7 C 0.741
8 O -0.695

***

Look up the maximum force of the first one.
0.00762 Eh/bohr

***

Which value of maximum force does entry 5 give?
0.01245 Eh/bohr

***

What is the formula in the third record?
C9H15N3O2

***

Look up the maximum force of the second one.
0.04677 Eh/bohr